C3H9N2O | ωB97M-V with the def2-TZVPD basis set

Last column: natural (NBO) charge in e.
Element x y z (Å)
C 1.2109 -0.4027 0.4883  -0.3215
N -1.1921 0.1052 0.6125  -0.5096
C -0.0759 0.2789 0.0127  0.6931
H 1.1371 -1.4430 0.3253  0.2497
N 2.3748 0.1916 -0.2722  -0.8472
H -1.2574 -0.6019 1.3272  0.4292
H 2.9199 0.8781 0.1984  0.3983
H -2.8803 -0.1236 -0.8109  0.2485
H 1.0678 1.0042 -1.2295  0.5362
H 2.9679 -0.4632 -0.6515  0.3950
H 1.4262 -0.0709 1.5677  0.2538
H -3.2832 -0.1292 1.0757  0.2517
H -2.8484 1.4835 0.0709  0.2556
C -2.6495 0.3319 0.2377  -0.4531
O 0.1300 1.0626 -0.9719  -0.5796

## Properties
HOMO-LUMO gap in hartree: 0.4286
SMILES string: C/[NH+]=C(\O)CN
Charge: +1
ΔE to the lowest compared entry with this formula, charge and spin in kJ/mol: 142.74
E_LUMO in eV: -3.383
Highest occupied orbital energy in eV: -15.04